# 1
Below is a 2-piece molecular cluster, C6H18N2Si overall, with properties calculated with ωB97M-V with the def2-TZVPD basis set.

## Properties
E = -638.2152 Eh
Spin multiplicity = 3
HOMO level (spin up / spin down) = -3.9456 / -8.8481 eV
Relative energy (zero: lowest compared OMol25 entry of this formula, charge and spin) = 0.0 kJ/mol

The geometry in XYZ format:
```
27
C6H18N2Si (ωB97M-V with the def2-TZVPD basis set)
Si 0.66 0.02 0.78
N -0.68 -0.93 0.14
N 0.11 1.38 1.68
C 2.05 0.12 -1.78
C 1.60 -1.95 2.06
C 2.03 0.64 -0.37
C -1.41 0.38 -1.80
C -2.78 0.47 0.30
C -1.90 -0.45 -0.60
H 2.42 -0.94 -1.74
H 1.58 -2.71 1.20
H 2.04 1.69 -0.43
H -2.44 -1.44 -0.73
H 1.12 0.36 -2.33
H 2.51 -1.70 2.56
H -3.69 0.55 -0.14
H -1.10 -1.51 0.92
H -2.35 1.39 0.25
H -2.22 0.70 -2.34
H -0.69 -0.23 -2.31
H 0.57 2.28 1.69
H 0.83 -1.97 2.74
H -0.33 1.31 2.60
H -2.72 0.19 1.38
H 3.04 0.56 0.13
H -0.92 1.20 -1.38
H 2.69 0.58 -2.47
```

# 2
Below is a 2-piece molecular cluster, ClH2NO2P overall, with properties calculated with ωB97M-V with the def2-TZVPD basis set.

## Properties
E = -1007.9713 Eh
Spin multiplicity = 1
HOMO level (spin up / spin down) = -4.0612 / -3.8837 eV
Total charge = -1
Relative energy (zero: lowest compared OMol25 entry of this formula, charge and spin) = 539.3 kJ/mol

The geometry in XYZ format:
```
7
ClH2NO2P (ωB97M-V with the def2-TZVPD basis set)
Cl -1.71 -1.08 0.78
P -0.55 0.10 -0.37
O -0.44 2.23 0.81
O -0.94 -0.23 -1.75
N 0.94 -0.55 0.05
H 1.07 -0.19 0.99
H 1.63 -0.28 -0.51
```

# 3
Below is an isolated ion of composition C17H28NO2 and charge +1, with properties calculated with ωB97M-V with the def2-TZVPD basis set.

## Properties
E = -869.6022 Eh
Spin multiplicity = 1
SMILES = C[C@@H]1C[C@H](C)C[N@H+](C[C@H](O)COCc2ccccc2)C1
HOMO level = -12.3215 eV
Total charge = +1
Relative energy (zero: lowest compared OMol25 entry of this formula, charge and spin) = 0.0 kJ/mol

The geometry in XYZ format:
```
48
C17H28NO2 (ωB97M-V with the def2-TZVPD basis set)
O -0.36 1.45 -1.09
O -1.17 0.68 1.63
N 1.55 0.68 0.62
C 2.95 0.97 0.25
C 1.42 -0.71 1.13
C -0.80 2.38 -0.11
C -2.34 0.01 -1.12
C -3.58 0.51 -0.74
C 1.86 -1.72 0.07
C 3.44 0.01 -0.83
C 0.98 1.68 1.56
C -4.06 -1.52 0.44
C -2.83 -2.03 0.05
C -1.38 0.86 -1.91
C -4.44 -0.25 0.03
C -1.98 -1.27 -0.72
C 1.69 -3.13 0.60
C -0.52 1.89 1.33
C 3.30 -1.43 -0.34
C 4.89 0.34 -1.20
H 3.01 2.00 -0.12
H -0.82 0.26 -2.63
H -4.73 -2.12 1.04
H -1.91 1.65 -2.45
H -5.40 0.14 0.31
H -0.85 2.68 2.01
H 1.14 1.34 2.59
H 0.38 -0.87 1.41
H 2.32 -3.29 1.47
H 1.21 -1.59 -0.81
H -2.12 0.77 1.54
H 1.97 -3.86 -0.16
H 1.49 2.63 1.42
H -3.89 1.49 -1.07
H 3.57 0.88 1.14
H 5.24 -0.33 -1.98
H 3.96 -1.59 0.51
H 3.60 -2.12 -1.13
H 2.82 0.14 -1.73
H 2.05 -0.81 2.02
H 5.53 0.22 -0.33
H 0.95 0.75 -0.24
H -0.27 3.32 -0.28
H 4.97 1.36 -1.56
H -1.03 -1.68 -1.03
H -2.54 -3.03 0.35
H 0.66 -3.32 0.89
H -1.87 2.57 -0.22
```

# 4
Below is C27H66CdN5O7 as an isolated structure, with properties calculated with ωB97M-V with the def2-TZVPD basis set.

## Properties
E = -2036.0404 Eh
Spin multiplicity = 1
HOMO level = -10.1053 eV
Total charge = +1

The geometry in XYZ format:
```
106
C27H66CdN5O7 (ωB97M-V with the def2-TZVPD basis set)
Cd -1.51 2.64 -3.78
O 4.74 0.36 0.38
O -2.24 -3.46 1.12
O 5.08 -0.40 -4.01
O 0.89 5.98 0.21
O -0.75 1.60 -2.21
O -2.22 2.47 -0.84
O -2.20 -0.74 5.99
N -4.48 1.21 5.39
N -2.82 -3.39 -0.17
N -2.26 4.67 1.61
N 1.72 0.99 -3.69
N 5.46 -1.89 -1.37
C -3.99 -2.53 -0.22
C -3.95 0.14 4.58
C 5.92 -0.98 -5.01
C -3.59 -1.04 -0.47
C 6.36 -1.10 -0.54
C 7.79 -1.25 -1.08
C 4.16 1.64 0.57
C -4.87 -3.00 -1.40
C -4.83 -2.71 1.06
C 2.84 0.10 -3.32
C 5.89 0.37 -0.43
C -0.27 5.28 3.00
C -0.97 5.40 1.63
C -0.10 5.01 0.41
C -1.73 -1.77 6.80
C -0.54 1.10 0.15
C -1.92 -3.72 -1.27
C -1.21 -5.03 -0.97
C -4.10 -3.15 -2.71
C -1.26 1.71 -1.03
C 3.76 -0.27 -4.48
C -2.92 0.64 3.52
C -2.81 -4.00 -2.54
C 0.45 7.10 -0.51
C 2.25 -1.07 -2.56
C -0.92 -2.60 -1.65
C -3.41 -1.06 5.36
H 2.92 -1.91 -2.36
H 7.86 -0.81 -2.07
H 1.10 0.95 -2.90
H -0.18 0.11 -0.13
H 3.43 1.56 1.37
H 5.44 -1.46 -2.31
H 3.59 1.99 -0.30
H 4.54 -1.59 -1.05
H -1.91 -5.85 -0.79
H -0.79 4.90 -0.43
H 6.13 -0.24 -5.79
H -4.93 -3.74 1.38
H -4.23 -1.28 6.06
H -0.78 5.85 3.76
H -5.73 -2.34 -1.51
H 6.70 1.00 -0.02
H -1.91 0.58 3.95
H -2.83 5.00 2.37
H 0.28 1.67 0.57
H 4.95 2.31 0.89
H -4.46 -0.43 -0.22
H -0.67 -4.95 -0.02
H -4.72 -0.26 3.91
H 5.62 0.81 -1.39
H 0.76 5.63 2.93
H -2.52 -4.33 1.43
H 1.43 -1.50 -3.16
H -2.81 -0.82 0.26
H -5.30 -3.96 -1.10
H -0.35 -2.28 -0.78
H -0.31 4.23 3.31
H -0.45 7.58 -0.10
H -2.91 -0.08 2.69
H -1.41 -2.72 6.34
H -5.01 1.83 4.79
H -3.30 -1.93 4.70
H -0.50 -5.17 -1.78
H 8.05 -2.31 -1.11
H 3.50 0.60 -2.60
H -2.01 3.70 1.83
H 3.40 -1.26 -4.83
H 0.34 4.04 0.67
H -3.84 -2.17 -3.09
H 6.39 -1.46 0.49
H -0.82 -1.43 7.31
H -4.73 -3.71 -3.40
H -3.13 1.62 3.11
H -3.77 1.79 5.83
H -2.20 -3.69 -3.38
H -3.27 -0.91 -1.49
H -5.82 -2.35 0.80
H -2.41 -2.03 7.61
H 1.22 7.87 -0.47
H 5.46 -1.88 -5.41
H 3.69 0.41 -5.33
H -1.26 6.45 1.54
H -1.28 0.90 0.93
H 1.80 -0.79 -1.60
H 6.87 -1.22 -4.54
H 2.12 1.92 -3.74
H -4.37 -2.15 1.88
H 8.56 -0.82 -0.43
H -1.44 -1.68 -1.93
H -3.10 -5.05 -2.58
H -0.27 -2.91 -2.47
H 0.18 6.90 -1.55
```

# 5
Below is an isolated ion of composition C3H9N2S and charge +1, with properties calculated with ωB97M-V with the def2-TZVPD basis set.

## Properties
E = -627.0984 Eh
Spin multiplicity = 1
SMILES = C[C@@H](C=[NH2+])SN
HOMO level = -13.4740 eV
Total charge = +1
Relative energy (zero: lowest compared OMol25 entry of this formula, charge and spin) = 188.1 kJ/mol

The geometry in XYZ format:
```
15
C3H9N2S (ωB97M-V with the def2-TZVPD basis set)
S -1.61 -0.07 0.50
N 1.32 0.91 1.37
N -1.92 0.81 -0.93
C 0.54 -0.72 -1.25
C 0.19 -0.92 0.15
C 0.77 -0.25 1.35
H -0.37 -1.10 -1.76
H 0.02 -1.89 0.45
H 1.74 1.45 0.60
H -2.74 0.32 -1.39
H 1.55 -1.27 -1.48
H 0.46 -0.70 2.35
H 0.62 0.41 -1.57
H 1.54 1.16 2.31
H -2.11 1.85 -0.71
```

# 6
Below is a 3-piece molecular cluster, C12H30N3O3 overall, with properties calculated with ωB97M-V with the def2-TZVPD basis set.

## Properties
E = -864.7704 Eh
Spin multiplicity = 1
HOMO level = -11.5802 eV
Total charge = +1
Relative energy (zero: lowest compared OMol25 entry of this formula, charge and spin) = 315.4 kJ/mol

The geometry in XYZ format:
```
48
C12H30N3O3 (ωB97M-V with the def2-TZVPD basis set)
O 4.41 1.29 -1.33
O -1.84 -0.22 -2.08
O -1.57 1.60 3.80
N 5.77 -1.21 0.43
N 3.48 -1.73 -0.59
N 4.37 0.76 -0.10
C -1.47 1.20 -4.05
C -0.99 0.64 2.92
C 1.85 0.18 0.29
C -2.95 1.42 4.12
C -2.90 -1.00 -2.63
C 4.55 -0.74 -0.10
C -2.42 -2.25 -3.35
C -0.87 0.29 -3.00
C -1.66 0.59 1.55
C -3.25 0.10 4.80
C 2.17 -1.00 -0.80
C 3.12 1.14 0.67
H -2.70 0.27 1.62
H 1.49 -0.34 1.28
H -1.82 -2.87 -2.68
H -3.54 -1.31 -1.79
H -2.19 0.68 -4.69
H 0.98 0.87 -0.10
H -2.00 2.04 -3.58
H 5.81 -2.18 0.82
H -0.32 -0.54 -3.46
H -3.23 2.24 4.79
H -4.30 0.04 5.08
H -0.68 1.60 -4.69
H -3.57 1.54 3.22
H -0.15 0.85 -2.41
H -1.81 -2.01 -4.22
H 4.92 2.17 -1.20
H -3.02 -0.76 4.16
H -2.65 0.00 5.71
H 6.57 -0.54 0.37
H 2.08 -0.61 -1.90
H 0.06 0.94 2.79
H 2.89 2.30 0.60
H 3.27 -2.45 0.15
H -3.28 -2.84 -3.70
H 3.37 0.94 1.82
H -1.13 -0.12 0.91
H -0.98 -0.34 3.39
H -1.64 1.57 1.08
H 1.32 -1.82 -0.67
H -3.52 -0.39 -3.28
```